# C4H40N2O14

A cluster of 15 separate species, C4H40N2O14 in total (wB97M-V/def2-TZVPD, the Open Molecules 2025 dataset).

Last column: Löwdin charge in e.
Geometry (Å):
1 C -0.23 -1.09 0.43  -0.15
2 C -0.91 0.16 -0.01  -0.19
3 C -0.82 1.14 1.18  -0.12
4 C -1.40 3.38 1.70  0.19
5 N -0.71 2.65 0.80  0.08
6 N -0.77 -2.46 -0.14  0.18
7 H 0.91 -0.95 0.14  0.15
8 H -0.34 -1.26 1.56  0.13
9 H -0.49 0.48 -0.97  0.11
10 H -1.94 0.04 -0.34  0.10
11 H -1.72 1.02 1.75  0.08
12 H 0.18 0.89 1.71  0.13
13 H -1.84 2.97 2.74  0.17
14 H -1.60 4.33 1.41  0.07
15 H -0.30 2.95 -0.14  0.15
16 H -0.01 -3.13 -0.19  0.13
17 H -1.00 -2.15 -1.10  0.14
18 H -1.50 -2.90 0.44  0.09
19 H 2.09 3.68 -3.53  0.03
20 H 2.27 2.22 -2.83  0.06
21 O 1.71 3.12 -2.87  -0.10
22 H -4.37 1.37 2.69  -0.05
23 H -4.41 1.45 1.12  0.07
24 O -3.95 1.35 1.96  0.05
25 H -2.78 -4.43 2.31  0.07
26 H -3.07 -4.66 0.84  0.06
27 O -2.65 -4.04 1.44  -0.04
28 H 2.61 -3.10 -0.04  0.07
29 H 2.77 -4.45 0.97  0.09
30 O 2.19 -3.79 0.56  -0.06
31 H 3.96 -1.49 -0.35  -0.08
32 H 5.08 -2.29 -1.07  0.13
33 O 4.19 -1.78 -1.18  -0.06
34 H -1.20 3.73 -1.84  0.17
35 H -0.21 2.49 -2.49  0.14
36 O -1.03 2.69 -1.83  -0.15
37 H -2.94 -2.64 -2.21  0.04
38 H -3.74 -2.36 -0.71  0.12
39 O -2.91 -2.79 -1.15  -0.18
40 H 1.53 -2.82 1.85  0.01
41 H 1.42 -2.37 3.31  0.06
42 O 1.52 -2.04 2.44  -0.07
43 H 4.03 0.09 -3.05  0.13
44 H 3.58 0.90 -1.87  0.02
45 O 3.45 0.91 -2.82  -0.08
46 H 1.13 2.20 2.94  0.08
47 H 0.83 2.17 4.43  0.08
48 O 0.33 2.17 3.58  -0.10
49 H 2.96 2.74 0.15  0.03
50 H 4.11 3.59 0.40  0.03
51 O 3.40 3.21 0.90  -0.05
52 H -2.27 -2.40 -4.41  0.13
53 H -2.86 -1.11 -3.56  0.05
54 O -2.52 -1.99 -3.54  -0.03
55 H -3.61 1.89 -2.39  -0.01
56 H -2.34 1.89 -1.81  -0.04
57 O -3.23 1.50 -1.66  -0.04
58 H 2.82 -0.87 1.87  -0.01
59 H 3.23 0.46 1.28  0.04
60 O 3.38 -0.50 1.19  -0.05

## Properties
Multiplicity: 1
Max |F|: 9.48 eV/Å
Energy: -36425.3110 eV
Charge: +2
LUMO: -6.245 eV
Kohn-Sham gap: 0.36187 Ha
ΔE to the lowest compared entry with this formula, charge and spin: 99.17 kcal per mole